# 1
DFT (ωB97M-V with the def2-TZVPD basis set) results for a structure of composition C26H25NPt in a non-equilibrium geometry.

Output
charge	+2
2S+1	5
ΔE to the lowest compared entry with this formula, charge and spin	4.9	kcal/mol
gap between HOMO and LUMO (alpha / beta)	7.08 / 5.11	eV

Element x y z (Å)
1 Pt 0.0451 0.2025 0.0950
2 N -1.4568 0.3022 -1.6380
3 C -3.0286 -1.0998 1.8714
4 C 0.8123 -3.5967 -0.2345
5 C -0.6494 3.1673 0.1353
6 C 1.2020 -0.2624 -1.6129
7 C -0.8491 0.4303 -2.8342
8 C -0.3369 4.5039 0.1621
9 C 1.1912 -1.8702 1.5657
10 C 0.5888 0.1724 -2.8382
11 C 2.7668 0.1868 -3.8565
12 C 3.3598 -0.2750 -2.6619
13 C -1.0469 -2.2106 0.7516
14 C 2.5699 -0.5566 -1.5717
15 C 0.8618 4.9292 0.7601
16 C 0.7379 -0.9066 2.4785
17 C 1.6632 -0.3330 3.5117
18 C -3.5266 1.0084 -2.5700
19 C 1.4021 0.4091 -3.9400
20 C -2.9231 1.1403 -3.8124
21 C -2.7500 0.5709 -1.5080
22 C 1.4915 2.6576 1.2057
23 C 0.3146 -2.5388 0.7008
24 C -1.5827 0.8327 -3.9511
25 C -0.6340 -0.5889 2.4846
26 C 1.7922 3.9967 1.2493
27 C 0.2856 2.2070 0.6088
28 C -1.5508 -1.2716 1.6686
29 H 2.1263 0.5969 3.1780
30 H 2.2128 1.9547 1.6008
31 H 4.4302 -0.4219 -2.6043
32 H 0.0899 -4.4070 -0.3194
33 H -1.0076 0.0979 3.2348
34 H -1.6008 2.8662 -0.2835
35 H 1.0504 5.9878 0.8891
36 H -1.1143 0.9044 -4.9218
37 H 3.3866 0.3364 -4.7312
38 H -1.7422 -2.7614 0.1283
39 H -4.5720 1.2362 -2.4176
40 H 0.9762 0.7558 -4.8715
41 H 1.7643 -4.0040 0.0995
42 H -3.2442 -0.8636 2.9117
43 H -3.4979 1.4800 -4.6635
44 H 2.2368 -2.1563 1.5791
45 H 2.4656 -1.0326 3.7369
46 H 1.1213 -0.1094 4.4289
47 H -3.4473 -0.2865 1.2754
48 H 2.7273 4.3258 1.6821
49 H -3.1853 0.4203 -0.5294
50 H 0.9569 -3.1905 -1.2400
51 H 3.0302 -0.9658 -0.6809
52 H -3.5584 -2.0104 1.5986
53 H -1.0262 5.2266 -0.2545

***

# 2
DFT (ωB97M-V with the def2-TZVPD basis set) results for a structure of composition C26H26BBr6F5O10 in a non-equilibrium geometry.

Output
charge	-3
2S+1	2
gap between HOMO and LUMO (alpha / beta)	2.98 / 4.24	eV

Element x y z (Å)
1 Br -18.5518 -29.7013 35.3340
2 Br -15.2993 -29.5674 36.1747
3 Br -19.4254 -29.1582 31.6630
4 Br -16.8296 -32.5568 36.1124
5 Br -19.6574 -31.2594 29.2173
6 Br -20.3955 -28.1546 28.5300
7 F -22.2918 -35.1078 27.5786
8 F -24.2716 -32.4583 31.9572
9 F -22.7307 -31.1825 31.7838
10 F -23.3772 -31.8373 30.0627
11 F -21.9329 -29.3837 35.8127
12 O -22.3540 -31.1516 34.5143
13 O -22.2054 -34.8070 31.2384
14 O -22.5480 -33.2736 35.2633
15 O -15.8837 -33.0408 28.1523
16 O -23.7377 -31.5444 36.1416
17 O -24.0861 -35.9431 26.7312
18 O -25.7797 -37.5132 26.4342
19 O -24.6184 -37.4088 28.3774
20 O -21.2301 -33.3946 32.5579
21 O -18.8890 -35.5949 31.9231
22 C -17.6816 -34.5733 28.5514
23 C -16.7736 -34.6311 31.2951
24 C -23.7633 -36.4615 28.9612
25 C -16.2796 -34.8234 32.6028
26 C -22.8748 -32.1138 35.2889
27 C -20.0516 -32.5393 32.5422
28 C -19.2210 -32.9414 33.6675
29 C -19.4334 -36.0512 29.0414
30 C -24.0673 -30.2671 35.8220
31 C -24.8884 -37.0118 27.0787
32 C -16.8104 -30.6828 35.4456
33 C -17.9076 -34.8026 27.1610
34 C -23.1438 -32.2937 31.3077
35 C -23.5372 -35.3513 27.8853
36 C -19.7089 -36.2657 27.7048
37 C -20.3326 -29.5657 29.9694
38 C -18.1975 -35.0774 30.9940
39 C -14.2010 -33.9236 31.9150
40 C -14.6768 -33.5945 30.7023
41 C -15.9899 -33.9137 30.3298
42 C -22.8282 -29.9120 34.9130
43 C -22.0399 -33.4200 31.4248
44 C -18.4706 -35.1834 29.5194
45 C -16.5343 -33.7328 28.9573
46 C -18.9064 -35.6281 26.7795
47 C -15.0022 -34.5052 32.9253
48 B -20.7904 -35.1745 37.0179
49 H -20.1849 -36.4874 29.6828
50 H -23.9973 -29.7274 36.7664
51 H -19.1232 -35.8386 25.7426
52 H -17.0441 -35.1488 33.2928
53 H -20.2880 -34.8905 37.9296
54 H -20.4273 -34.6187 36.1673
55 H -22.8693 -37.0313 29.2147
56 H -18.4640 -32.1941 33.9055
57 H -23.9660 -34.3832 28.1442
58 H -16.5584 -30.9630 34.4228
59 H -17.2192 -34.3423 26.4678
60 H -20.6347 -36.2319 36.8699
61 H -21.3178 -33.1131 30.6682
62 H -13.9905 -33.1254 30.0128
63 H -19.4634 -32.6007 31.6266
64 H -20.5790 -36.8420 27.4269
65 H -14.5579 -34.6537 33.8984
66 H -23.0037 -29.2418 34.0714
67 H -21.3895 -29.6974 30.2009
68 H -25.0207 -30.1596 35.3048
69 H -20.1585 -31.4561 32.5999
70 H -18.5924 -33.8135 33.4875
71 H -13.1375 -33.7812 32.0378
72 H -21.8551 -35.0016 36.9912
73 H -24.2876 -35.9781 29.7855
74 H -19.8631 -33.0816 34.5370

***

# 3
DFT (ωB97M-V with the def2-TZVPD basis set) results for a structure of composition C26H26BN11O6STi in a non-equilibrium geometry.

Output
charge	-2
2S+1	3
ΔE to the lowest compared entry with this formula, charge and spin	10.9	kcal/mol
gap between HOMO and LUMO (alpha / beta)	3.75 / 6.44	eV

Element x y z (Å)
1 Ti -0.3264 0.5976 1.4786
2 S -1.1881 2.4737 3.0227
3 O 0.4208 -0.4015 -0.0128
4 O 3.1426 -0.5088 2.1033
5 O 1.4553 0.9578 2.1694
6 O 6.3008 3.6780 -2.4579
7 O -1.9421 -0.8007 -2.4380
8 O 4.8644 5.2998 -1.9334
9 N -2.5102 0.2321 1.1773
10 N -1.8072 -2.2515 -0.6693
11 N -1.6723 -1.5999 3.4598
12 N -1.7784 -3.7258 1.0536
13 N -2.2603 4.6798 2.0061
14 N -0.5116 2.2601 0.1247
15 N -1.2231 3.4174 0.4433
16 N -3.3728 -0.3650 2.0227
17 N -0.5754 -1.1713 2.8043
18 N 5.2965 4.1066 -1.7950
19 N -1.6781 -2.9920 -2.9208
20 C -1.5762 -2.6203 -4.3195
21 C 0.8109 1.2683 -1.6786
22 C 0.4313 -1.9847 3.1257
23 C 1.4529 1.5951 -2.8799
24 C -1.3620 -2.6753 4.1946
25 C -1.8273 -1.9225 -1.9859
26 C 5.1165 1.9305 -0.7357
27 C -4.5451 0.2681 0.2532
28 C -1.6115 -4.2732 -2.5080
29 C 2.9246 2.8416 0.7207
30 C -3.2014 0.6085 0.1051
31 C 2.6482 0.5637 1.7701
32 C 4.6651 3.2585 -0.9017
33 C -1.6687 -4.5981 -1.1989
34 C 4.4723 1.0925 0.1450
35 C 1.7596 -0.9490 -1.8516
36 C 2.3792 -0.5979 -3.0303
37 C -1.7534 -3.4961 -0.2810
38 C 0.9716 -0.0267 -1.1361
39 C 2.2331 0.6868 -3.5602
40 C 3.5609 3.7049 -0.1438
41 C 3.3582 1.5180 0.8812
42 C -0.0194 -2.9650 4.0147
43 C 0.0301 2.3050 -1.0408
44 C -4.5995 -0.3516 1.4883
45 C -1.5350 3.5347 1.6993
46 B -3.0377 -0.8451 3.4619
47 H 0.5520 -3.7564 4.4688
48 H 1.4208 -1.7879 2.7344
49 H -2.1203 -3.1548 4.7913
50 H -1.3765 -3.5144 -4.9091
51 H -2.4998 -2.1504 -4.6566
52 H 5.9602 1.6019 -1.3239
53 H 1.8904 -1.9305 -1.4117
54 H -5.3505 0.4346 -0.4408
55 H -1.6183 -5.6249 -0.8702
56 H -0.7704 -1.8993 -4.4488
57 H -1.5070 -5.0196 -3.2861
58 H -3.8870 -1.6553 3.7768
59 H -2.1227 5.4252 1.3401
60 H -1.6667 -2.9095 1.6421
61 H -1.4369 -4.5982 1.4122
62 H -2.9903 0.0859 4.2298
63 H -0.1075 3.2285 -1.6029
64 H 3.2323 4.7257 -0.2716
65 H -2.1820 4.9518 2.9718
66 H 2.0674 3.1796 1.2907
67 H -5.4233 -0.7891 2.0273
68 H 3.0099 -1.3207 -3.5365
69 H 2.7558 0.9780 -4.4613
70 H -2.6968 1.0658 -0.7281
71 H 1.3506 2.6075 -3.2558
72 H 4.8049 0.0692 0.2714

***

# 4
DFT (ωB97M-V with the def2-TZVPD basis set) results for a structure of composition C26H26BeN4OPS.

Output
charge	+1
ΔE to the lowest compared entry with this formula, charge and spin	4.3	kcal/mol
gap between HOMO and LUMO	8.32	eV

Element x y z (Å)
1 S -0.4210 -1.3488 4.5890
2 P 0.1626 0.8114 -0.6392
3 O -0.4217 0.8637 2.6125
4 N -3.3934 -3.1536 2.8311
5 N -1.5541 -2.1487 2.2006
6 N -2.7059 -2.6386 3.8907
7 N -0.5260 -1.7027 1.3581
8 C -1.8061 2.7423 -0.9715
9 C -0.3086 -2.6134 -2.7715
10 C -0.4338 2.4777 -1.0119
11 C 0.1423 -1.6189 -1.9173
12 C 2.6862 0.1718 0.1858
13 C 4.8449 -0.5130 1.0886
14 C -1.5608 -2.0249 3.5678
15 C 2.0232 -0.2392 1.3832
16 C 1.9431 0.7115 -0.9091
17 C 2.8213 -0.7690 2.3725
18 C -1.4191 -2.3860 -3.5746
19 C -2.0490 -1.1511 -3.5412
20 C -0.5114 -0.3806 -1.8503
21 C -2.6758 -2.8577 1.8006
22 C 4.6867 0.4147 -1.2002
23 C 3.9417 0.9057 -2.2365
24 C -2.2814 4.0269 -1.1812
25 C -1.3897 5.0651 -1.4171
26 C -1.7576 1.4093 2.5890
27 C 4.0889 0.0305 0.0210
28 C -2.9819 -3.1821 0.3866
29 C 2.5505 1.0490 -2.0943
30 C 4.2225 -0.9028 2.2358
31 C -1.5942 -0.1493 -2.6917
32 C -0.0272 4.8131 -1.4425
33 C 0.4528 3.5258 -1.2436
34 Be 0.3043 0.0092 1.4360
35 H 4.8004 -1.3160 3.0528
36 H -1.7706 -3.1576 -4.2465
37 H -0.8708 -1.7727 0.3987
38 H 1.5192 3.3424 -1.2606
39 H 4.4167 1.1798 -3.1689
40 H -1.8054 2.2442 3.2832
41 H -3.3461 4.2181 -1.1570
42 H -2.8883 -0.9545 -4.1951
43 H -1.7588 6.0691 -1.5781
44 H -2.0756 0.8179 -2.7089
45 H 1.9625 1.4302 -2.9217
46 H 5.9172 -0.6168 0.9734
47 H -2.2086 -3.8189 -0.0460
48 H 1.0535 -1.7772 -1.3461
49 H -2.4800 0.6459 2.8785
50 H 5.7591 0.3026 -1.3100
51 H -3.0510 -2.7598 4.8286
52 H -3.0605 -2.2797 -0.2251
53 H -0.3140 0.3198 3.4415
54 H -2.5142 1.9437 -0.7810
55 H 2.3743 -1.1001 3.3052
56 H -3.9305 -3.7108 0.3530
57 H 0.2821 -2.3231 1.4395
58 H -1.9540 1.7623 1.5851
59 H 0.2204 -3.5563 -2.8296
60 H 0.6706 5.6205 -1.6198

***

no.,E (a.u.)
1,-1179.10088
2,-17726.73427
3,-3332.89452
4,-2054.79670